Entry 1:
C7H10N2S3 | the ωB97M-V functional and the def2-TZVPD basis

Computed properties:
- strongest force on any atom (Eh/bohr) = 0.08355
- energy above the lowest of the compared OMol25 structures with the same formula, charge and spin (kcal per mole) = 34.2
- frontier orbital gap (eV) = 8.23
- charge = 0

Positions of all 22 atoms, in Å:
1 C 1.08138 -0.87979 0.85061
2 C -0.03131 -1.18329 1.61782
3 C -1.41832 -0.07579 -0.01759
4 C 0.89985 -0.19692 -0.31126
5 C -1.29123 -0.76400 1.18479
6 C -0.30864 0.23430 -0.81455
7 C 2.85575 0.36581 -1.24438
8 N -2.39847 -0.97089 1.98858
9 N -0.45852 0.86779 -2.01480
10 S 3.05421 2.10162 -0.85236
11 S 2.65862 0.05350 -3.00594
12 S 4.11444 -0.64893 -0.49837
13 H 2.06566 -1.19144 1.16692
14 H 0.07626 -1.72346 2.54665
15 H -2.39619 0.23978 -0.35190
16 H -2.29334 -1.68067 2.69633
17 H -3.29276 -0.98094 1.52607
18 H -1.33882 1.29123 -2.23924
19 H 0.35111 1.11847 -2.55157
20 H 1.82528 2.46749 -1.20642
21 H 2.32520 -1.22311 -2.86767
22 H 4.21247 0.07593 0.61287

Löwdin atomic charge list, values in e, 8 entries:
1. C -0.121
2. C -0.057
3. C 0.004
4. C -0.055
5. C -0.342
6. C -0.348
7. C -1.447
8. N 0.087

Entry 2:
C7H10N3 | the ωB97M-V functional and the def2-TZVPD basis

Computed properties:
- strongest force on any atom (Eh/bohr) = 0.06557
- energy above the lowest of the compared OMol25 structures with the same formula, charge and spin (kcal per mole) = 90.5
- frontier orbital gap (eV) = 9.14
- structure (SMILES) = C[C@@H]1\N=C/C=N\C=C/C=[NH+]/1
- charge = +1

Positions of all 20 atoms, in Å:
1 C -2.03729 -1.42480 -0.49995
2 C -0.68289 -1.55663 -0.52943
3 C -2.64395 -0.26024 0.06245
4 C 0.00535 1.83061 -0.53819
5 C -0.86129 1.14639 0.62057
6 C 1.36082 -0.03270 -0.44432
7 C 2.47928 0.23029 0.58604
8 N -2.05548 0.72499 0.54070
9 N 1.01467 1.25006 -0.94860
10 N 0.18788 -0.66793 0.30953
11 H -2.55958 -2.18598 -1.05501
12 H -0.07342 -2.27131 -1.17523
13 H -3.72492 -0.11861 0.07597
14 H -0.22275 2.76987 -1.03665
15 H -0.38254 1.55262 1.48576
16 H 1.69600 -0.81313 -1.25488
17 H 2.78347 -0.73441 1.13656
18 H 2.02108 0.98938 1.39199
19 H 3.29653 0.79871 0.15261
20 H 0.39903 -1.22720 1.12008

Löwdin atomic charge list, values in e, 8 entries:
1. C -0.008
2. C -0.003
3. C -0.071
4. C -0.045
5. C 0.003
6. C -0.380
7. C -0.038
8. N 0.116

Entry 3:
C7H10N3 | the ωB97M-V functional and the def2-TZVPD basis

Computed properties:
- strongest force on any atom (Eh/bohr) = 0.08623
- energy above the lowest of the compared OMol25 structures with the same formula, charge and spin (kcal per mole) = 244.2
- frontier orbital gap (spin up / spin down) (eV) = 6.92 / 6.92
- charge = +1

Positions of all 20 atoms, in Å:
1 C -0.08549 -1.87108 -0.91853
2 C -1.42480 -1.50563 -1.26643
3 C -0.20004 -1.22066 0.38520
4 C -1.71462 -0.84987 -0.12564
5 C 0.68080 0.05127 0.42597
6 C -0.01788 1.16243 -0.12284
7 C 1.12672 2.18739 1.83390
8 N 0.25056 -1.77880 -2.19206
9 N -1.10846 -1.57210 -2.68216
10 N 0.25286 1.10996 1.33141
11 H -0.16537 -1.70658 1.41767
12 H -2.69147 -0.33904 0.18737
13 H 1.75391 -0.21292 0.23299
14 H 0.49696 1.95457 -0.66794
15 H 1.95579 2.42173 1.11589
16 H 0.46170 3.07350 1.95237
17 H 1.32731 2.18664 2.97062
18 H 1.06980 -1.68356 -2.72316
19 H -1.47603 -2.41147 -3.12027
20 H -0.49226 1.00422 1.96562

Löwdin atomic charge list, values in e, 8 entries:
1. C -0.100
2. C -0.193
3. C -0.120
4. C 0.130
5. C -0.271
6. C -0.024
7. C -0.019
8. N 0.153

Entry 4:
C7H10N3S | the ωB97M-V functional and the def2-TZVPD basis

Computed properties:
- strongest force on any atom (Eh/bohr) = 0.08508
- energy above the lowest of the compared OMol25 structures with the same formula, charge and spin (kcal per mole) = 52.4
- frontier orbital gap (eV) = 9.57
- charge = +1

Positions of all 21 atoms, in Å:
1 C 1.64171 0.33397 0.35332
2 C 2.70003 -0.43470 -0.04665
3 C 0.43810 -1.53921 -0.02280
4 C -0.91051 0.29372 0.73514
5 C -1.85265 -1.76700 0.09506
6 C 4.05419 0.07815 -0.12468
7 C -3.15376 -0.02174 -0.63350
8 N 0.35775 -0.24677 0.35322
9 N -2.44193 -2.81817 0.27594
10 N -1.98911 -0.49036 0.09429
11 S 2.05162 -1.97424 -0.41152
12 H 1.81693 1.41918 0.50861
13 H -0.93862 1.26807 0.23903
14 H -1.04293 0.34409 1.77637
15 H 4.19770 1.06792 -0.49919
16 H 4.54133 0.11091 0.84897
17 H 4.58760 -0.65040 -0.74532
18 H -2.82016 0.90977 -1.13671
19 H -4.03721 0.12996 -0.01833
20 H -3.25731 -0.79747 -1.33458
21 H -1.97705 -3.63719 0.04259

Löwdin atomic charge list, values in e, 8 entries:
1. C -0.097
2. C -0.570
3. C -0.304
4. C -0.048
5. C -0.200
6. C -0.080
7. C 0.029
8. N -0.150

Entry 5:
C7H10N4O2S | the ωB97M-V functional and the def2-TZVPD basis

Computed properties:
- strongest force on any atom (Eh/bohr) = 0.17745
- energy above the lowest of the compared OMol25 structures with the same formula, charge and spin (kcal per mole) = 122.7
- frontier orbital gap (eV) = 8.79
- structure (SMILES) = CCC(=O)OCCc1nnc(S)nn1
- charge = 0

Positions of all 24 atoms, in Å:
1 C -2.34289 -0.72605 -3.23500
2 C -1.77864 -1.42255 -1.82976
3 C -2.43016 -0.75399 -0.47623
4 O -3.46760 0.11627 -0.60398
5 O -1.97467 -1.01776 0.91473
6 C -0.50668 -1.00478 1.00932
7 C 0.05955 -0.34366 2.43478
8 C 1.35537 0.61344 1.96414
9 N 2.49384 -0.12804 1.51042
10 N 3.48594 0.61984 1.10162
11 C 3.22892 2.02275 1.19239
12 S 4.65794 3.11709 0.53160
13 N 2.11140 2.76592 1.68351
14 N 1.11793 2.02021 2.09288
15 H -3.49721 -0.86088 -3.38476
16 H -1.78132 -1.24083 -4.13497
17 H -2.10943 0.43118 -3.13558
18 H -1.95602 -2.57338 -1.94566
19 H -0.59629 -1.26011 -1.84791
20 H -0.06427 -2.08209 0.88988
21 H -0.08284 -0.33959 0.12295
22 H 0.41409 -1.27220 3.07747
23 H -0.79030 0.28563 2.95157
24 H 4.45336 3.03359 -0.88341

Löwdin atomic charge list, values in e, 8 entries:
1. C -0.132
2. C -0.156
3. C -0.231
4. O -0.025
5. O -0.102
6. C -0.199
7. C -0.069
8. C -0.211

Entry 6:
C7H10N5O | the ωB97M-V functional and the def2-TZVPD basis

Computed properties:
- strongest force on any atom (Eh/bohr) = 0.03733
- energy above the lowest of the compared OMol25 structures with the same formula, charge and spin (kcal per mole) = 180.7
- frontier orbital gap (spin up / spin down) (eV) = 7.89 / 7.89
- charge = +1

Positions of all 23 atoms, in Å:
1 C -1.09352 -1.31114 -0.26127
2 C 0.67342 0.34447 -0.35468
3 C -2.47180 -1.40479 0.08238
4 C -0.34871 -0.43152 -1.01221
5 C -1.20354 1.44460 -0.32881
6 C 2.79644 0.91979 0.61475
7 C 2.38007 -1.28555 -0.46837
8 N -1.46919 -1.96552 0.83420
9 N -1.27031 0.65108 -1.43532
10 N -2.09392 1.32343 0.65740
11 N 1.90160 0.03013 -0.08857
12 N -3.08516 0.44641 0.50572
13 O 0.14258 1.55915 -0.00161
14 H -3.40373 -1.74017 -0.30658
15 H 2.37593 1.92248 0.64905
16 H 2.96216 0.55994 1.63309
17 H 3.75389 0.94929 0.09547
18 H 1.79536 -2.06318 0.02338
19 H 2.29554 -1.41947 -1.54735
20 H 3.42088 -1.38405 -0.17317
21 H -2.18215 0.37743 -1.77408
22 H -2.06829 1.97001 1.44691
23 H -3.80755 0.50717 1.20966

Löwdin atomic charge list, values in e, 8 entries:
1. C -0.197
2. C -0.189
3. C -0.050
4. C -0.099
5. C -0.250
6. C 0.018
7. C 0.017
8. N 0.216

Entry 7:
C7H10NO | the ωB97M-V functional and the def2-TZVPD basis

Computed properties:
- strongest force on any atom (Eh/bohr) = 0.09476
- energy above the lowest of the compared OMol25 structures with the same formula, charge and spin (kcal per mole) = 88.7
- frontier orbital gap (eV) = 8.89
- charge = +1

Positions of all 19 atoms, in Å:
1 C 1.48975 1.28307 0.74253
2 C 0.45230 1.78307 0.01669
3 C 2.00218 -0.07033 0.58088
4 C 0.41765 -1.12726 -0.17630
5 C 0.31375 -2.40716 0.03377
6 C -0.26010 1.07154 -1.06842
7 C -1.66813 -0.12346 0.42333
8 N -0.65883 -0.28715 -0.66606
9 O 2.99640 -0.63725 0.41843
10 H 2.05256 1.93134 1.42348
11 H 0.20882 2.84349 0.36634
12 H -0.54700 -3.03255 -0.18890
13 H 1.02072 -2.90139 0.64178
14 H -1.32190 1.56753 -1.26739
15 H 0.44701 0.92708 -1.97159
16 H -2.68433 -0.10904 0.06349
17 H -1.55281 -0.94336 1.21678
18 H -1.52799 0.99387 0.83640
19 H -1.18005 -0.76202 -1.42525

Löwdin atomic charge list, values in e, 8 entries:
1. C -0.009
2. C -0.067
3. C -0.179
4. C -0.142
5. C 0.067
6. C -0.132
7. C 0.006
8. N -0.161

Entry 8:
C7H10NOS | the ωB97M-V functional and the def2-TZVPD basis

Computed properties:
- strongest force on any atom (Eh/bohr) = 0.07576
- energy above the lowest of the compared OMol25 structures with the same formula, charge and spin (kcal per mole) = 109.5
- frontier orbital gap (spin up / spin down) (eV) = 8.60 / 6.45
- charge = +1

Positions of all 20 atoms, in Å:
1 C 2.88846 -0.04302 0.13097
2 C 2.01773 -1.04707 -0.23674
3 C 2.45704 1.23395 0.47931
4 C 0.59133 -0.85102 -0.11840
5 C 1.08699 1.43608 0.46720
6 C 0.22712 0.41698 0.20666
7 C -2.07371 0.16688 -1.50541
8 N -2.63945 -1.67561 1.07533
9 O -1.87353 2.15886 0.35589
10 S -1.54716 0.77593 0.12653
11 H 3.99084 -0.34026 0.31541
12 H 2.37975 -1.97073 -0.83670
13 H 3.28727 1.96386 0.81907
14 H -0.01032 -1.74858 -0.02133
15 H 0.83402 2.48512 0.73720
16 H -1.18109 -0.01712 -2.08664
17 H -2.61720 0.94089 -2.03079
18 H -2.40326 -0.84487 -1.12818
19 H -1.98914 -1.88436 1.83889
20 H -3.42571 -1.15590 1.41173

Löwdin atomic charge list, values in e, 8 entries:
1. C -0.076
2. C -0.040
3. C -0.044
4. C -0.075
5. C -0.077
6. C -0.384
7. C -0.141
8. N 0.122

Entry 9:
C7H10O | the ωB97M-V functional and the def2-TZVPD basis

Computed properties:
- strongest force on any atom (Eh/bohr) = 0.02264
- energy above the lowest of the compared OMol25 structures with the same formula, charge and spin (kcal per mole) = 0.0
- frontier orbital gap (spin up / spin down) (eV) = 3.56 / 7.57
- charge = -1
- multiplicity = 2

Positions of all 18 atoms, in Å:
1 C -0.20410 -1.75711 1.76834
2 C -0.43179 0.67962 1.21402
3 C -0.25972 -0.62190 0.78145
4 C -0.40429 -0.91017 -0.62799
5 C -0.63076 0.14754 -1.51701
6 C -0.75741 1.45590 -1.08053
7 C -0.65050 1.74308 0.33572
8 H -0.50814 -1.44410 2.76760
9 H 0.76221 -2.26126 1.83990
10 H -0.94948 -2.50951 1.45751
11 H -0.44413 0.87104 2.28312
12 H -0.31756 -1.92540 -1.01581
13 H -0.79741 -0.08495 -2.57033
14 H -0.75856 2.25699 -1.80962
15 H -0.59439 2.80151 0.59277
16 H 1.87810 1.12707 -1.73165
17 H 2.39063 -0.17381 -1.09578
18 O 2.67728 0.60547 -1.59172

Löwdin atomic charge list, values in e, 8 entries:
1. C -0.123
2. C -0.153
3. C -0.358
4. C -0.161
5. C -0.219
6. C -0.207
7. C -0.188
8. H 0.052

Entry 10:
C7H10O | the ωB97M-V functional and the def2-TZVPD basis

Computed properties:
- strongest force on any atom (Eh/bohr) = 0.00963
- energy above the lowest of the compared OMol25 structures with the same formula, charge and spin (kcal per mole) = 104.2
- frontier orbital gap (eV) = 7.84
- charge = 0

Positions of all 18 atoms, in Å:
1 C -0.69459 0.33150 2.02321
2 C 1.82685 -1.02522 -0.77980
3 C -0.36837 -0.44980 0.78204
4 C -0.95265 0.53356 -0.86083
5 C 0.29000 1.03916 -0.55340
6 C 1.34714 0.21973 -0.08987
7 C -1.98238 0.32000 -1.63916
8 O -0.49037 -1.62782 0.59214
9 H 0.28421 2.06742 -0.18874
10 H 2.08222 0.73392 0.52164
11 H -0.47422 1.38898 1.91963
12 H -0.11353 -0.08671 2.84774
13 H -1.75467 0.19701 2.24794
14 H -1.98376 0.59398 -2.69176
15 H -2.86982 -0.18326 -1.26653
16 H 2.76912 -0.83649 -1.30192
17 H 1.09563 -1.38457 -1.50289
18 H 1.98921 -1.83138 -0.05943

Löwdin atomic charge list, values in e, 8 entries:
1. C -0.010
2. C -0.092
3. C -0.409
4. C -0.147
5. C -0.107
6. C -0.199
7. C 0.031
8. O 0.065

Entry 11:
C7H10O | the ωB97M-V functional and the def2-TZVPD basis

Computed properties:
- strongest force on any atom (Eh/bohr) = 0.07921
- energy above the lowest of the compared OMol25 structures with the same formula, charge and spin (kcal per mole) = 111.8
- frontier orbital gap (eV) = 8.53
- charge = 0

Positions of all 18 atoms, in Å:
1 C 2.73905 0.06226 -1.39153
2 C 2.32796 -1.24371 -0.49833
3 C 2.55791 0.78018 -0.27383
4 C 2.32510 -0.52160 0.59723
5 C -0.98333 0.74934 -0.90200
6 C -1.66081 -0.42869 1.39640
7 C -1.22081 -0.56406 -0.07494
8 O -1.11459 -1.67064 -0.53621
9 H 3.04315 0.35657 -2.45271
10 H 2.00589 -2.24100 -0.77369
11 H 2.75615 1.87160 -0.12082
12 H -1.32935 0.46592 -1.90185
13 H 0.14386 0.67664 -0.88435
14 H -1.34452 1.66173 -0.51345
15 H -2.60221 0.03406 1.56734
16 H -0.93820 0.00350 1.99473
17 H -1.81665 -1.47081 1.71038
18 H 2.01071 -0.61901 1.59707

Löwdin atomic charge list, values in e, 8 entries:
1. C -0.065
2. C -0.062
3. C -0.127
4. C -0.085
5. C 0.007
6. C -0.015
7. C -0.471
8. O 0.052

Entry 12:
C7H10O | the ωB97M-V functional and the def2-TZVPD basis

Computed properties:
- strongest force on any atom (Eh/bohr) = 0.10473
- energy above the lowest of the compared OMol25 structures with the same formula, charge and spin (kcal per mole) = 133.2
- frontier orbital gap (spin up / spin down) (eV) = 7.78 / 7.97
- charge = 0

Positions of all 18 atoms, in Å:
1 C -2.39699 1.40896 0.03526
2 C -1.48651 0.49413 0.42985
3 C 0.28535 -1.38580 -0.20319
4 C 1.54853 -0.86655 0.62094
5 C -0.71739 -0.29230 -0.48423
6 C 1.93289 0.48152 0.03820
7 C 0.98840 1.29200 -0.64425
8 O 1.44892 1.68019 0.57364
9 H -2.76225 2.18631 0.74970
10 H -2.45120 1.69030 -0.99196
11 H -1.11728 0.50083 1.41864
12 H 0.58920 -1.82432 -1.19107
13 H -0.26187 -2.14610 0.47219
14 H 1.32831 -0.83173 1.78041
15 H 2.47697 -1.51521 0.57725
16 H -0.75418 -0.04590 -1.63398
17 H 2.92962 0.35747 -0.48485
18 H 0.91649 2.03718 -1.44057

Löwdin atomic charge list, values in e, 8 entries:
1. C -0.016
2. C -0.232
3. C -0.196
4. C -0.137
5. C -0.147
6. C -0.349
7. C -0.076
8. O 0.034

Q: energy above the lowest of the compared OMol25 structures with the same formula, charge and spin of number 6 (C7H10N5O)?
A: 180.7 kcal per mole